{"formula": "C37H49N2O2PdS2Si", "method": "ωB97M-V/def2-TZVPD", "elements": ["N", "Pd", "C", "O", "C", "C", "C", "C", "C", "H", "H", "N", "C", "H", "C", "H", "C", "H", "H", "H", "C", "H", "H", "C", "H", "C", "C", "C", "H", "H", "C", "H", "C", "H", "H", "C", "C", "C", "H", "H", "C", "C", "H", "H", "H", "H", "C", "H", "H", "C", "H", "H", "H", "C", "H", "Si", "C", "H", "H", "H", "H", "C", "H", "H", "H", "H", "C", "S", "H", "H", "H", "H", "C", "C", "H", "H", "H", "H", "C", "O", "H", "H", "C", "H", "C", "H", "H", "C", "C", "C", "C", "S", "H", "C"], "positions_angstrom": [[0.890383, -1.661853, 2.154217], [-0.000536, 0.503358, 1.010632], [0.208999, 5.028024, -1.545339], [-1.475867, -1.116786, 0.270971], [1.537807, -3.732857, 2.997426], [-2.992823, 4.715570, 0.329407], [-1.334991, -5.532994, -0.685238], [0.959384, -3.008045, 1.932523], [0.671131, -5.063518, 0.707125], [1.456902, -7.538979, -0.404341], [-1.735561, 3.932208, 2.543351], [1.780639, -0.340088, -0.328061], [1.326443, 2.619580, 4.784719], [1.294326, 3.632960, 5.156575], [-1.489412, 2.076664, -2.314587], [2.165846, -2.125892, -5.209764], [1.934141, 3.334975, -0.944820], [2.261910, 2.592332, -0.217495], [-0.764063, 5.455070, -1.326969], [-4.746115, 2.444088, 0.978200], [-2.166469, -0.991325, 1.295630], [1.901655, 2.867875, -1.922219], [-2.019939, 2.167641, 2.434382], [0.833607, -1.876160, -3.548444], [4.131213, -1.197532, -4.032166], [0.173603, -5.782038, -0.540566], [1.364015, -1.328792, 3.315788], [2.031143, 0.346519, 5.002503], [-3.912772, 5.120132, 0.769435], [0.746225, -4.165311, -1.891269], [-2.341305, 3.188590, -2.927903], [-1.711891, -6.019812, -1.581873], [3.170410, -1.257335, -3.549234], [2.512216, 1.881492, 6.408185], [-2.637665, 2.881662, -3.930951], [-2.427441, 3.157864, 2.228149], [3.011706, -0.815306, -2.246186], [2.067644, -1.780246, -4.194161], [-2.179619, 5.358683, 0.656958], [-3.100781, 4.786968, -0.748463], [2.010831, 1.638059, 5.483241], [-2.321775, 0.791137, -2.317890], [-0.001146, -2.320868, -4.068598], [-0.134665, -7.745252, 0.345964], [-1.563241, -4.472609, -0.749432], [-0.289786, -1.488728, -1.752452], [0.717319, 1.025362, 3.075664], [2.542294, -0.433621, 5.548307], [-4.164067, 2.501307, -0.673694], [1.381220, 0.028090, 3.804311], [1.484339, 5.442808, 0.710178], [-3.250608, 3.365268, -2.362941], [0.114411, 3.085430, 3.106212], [0.532477, -3.685391, 0.795329], [-2.993170, -1.716481, 1.453868], [-0.733564, 2.400117, -0.453728], [0.586687, 3.940933, -0.542873], [-3.511750, 1.310797, 0.487573], [-3.318744, 3.250344, 2.855348], [3.211391, 0.427993, 0.984411], [0.027453, -7.750447, -1.403534], [-0.279590, 1.848481, -3.227853], [0.943160, 5.831778, -1.495099], [0.380345, 1.077992, -2.838691], [0.292062, 2.756940, -3.380803], [-0.630493, 1.521286, -4.205354], [0.667987, 2.303762, 3.601961], [4.210512, -0.154671, -1.171857], [0.216066, 4.657496, -2.564094], [-0.137980, 5.010759, 1.217532], [0.086582, -3.098041, 0.008469], [0.600473, -5.741399, -2.666470], [1.697452, -5.103312, 2.916477], [1.758273, -0.857681, -1.599716], [1.994614, -5.385313, -1.645584], [-2.410392, 0.421185, -3.337685], [-1.862825, -5.943209, 0.173178], [1.400306, -6.817639, 1.728098], [2.971330, 0.028766, 0.013278], [-2.008354, -0.092397, 2.135089], [2.684453, 4.121941, -0.980134], [1.220219, 3.914012, 1.535250], [0.662267, -1.420003, -2.258287], [-1.874268, 0.008849, -1.712432], [-3.854017, 2.334808, 0.352431], [-3.325420, 0.963062, -1.947015], [2.151244, -5.651633, 3.727274], [1.264795, -5.750368, 1.775940], [0.788629, 4.609262, 0.817842], [0.399824, -7.295975, -0.487569], [-2.825063, 3.312129, 0.803140], [1.978415, -2.657106, 4.282814], [-1.804121, 4.124198, -3.019330], [0.923507, -5.229591, -1.762188]], "forces_ev_per_angstrom": [[-0.18, 1.16, 0.39], [0.02, -0.79, -0.51], [-0.09, -0.25, -0.01], [1.18, 0.28, -0.75], [-0.09, 0.27, -0.22], [0.27, 0.06, -0.18], [0.18, -0.05, 0.01], [0.33, -0.96, 0.36], [0.03, 0.03, 0.04], [0.11, -0.06, 0.03], [0.11, 0.08, 0.05], [-0.36, 0.72, 0.77], [0.12, -0.10, -0.05], [-0.03, 0.07, 0.02], [-0.19, -0.01, 0.64], [0.01, -0.08, -0.14], [-0.26, -0.34, 0.07], [0.08, -0.04, 0.03], [-0.17, 0.13, -0.05], [0.00, 0.10, 0.13], [-1.34, -0.59, 0.57], [0.07, -0.15, -0.19], [-0.03, 0.01, 0.06], [-0.08, 0.07, 0.13], [0.12, -0.03, -0.14], [-0.04, -0.09, -0.20], [0.13, -1.12, -0.13], [-0.16, -0.04, -0.41], [-0.08, -0.05, 0.06], [0.00, 0.10, -0.02], [0.15, 0.01, 0.26], [-0.05, -0.05, -0.12], [-0.06, -0.10, -0.12], [0.02, 0.00, 0.06], [-0.05, -0.07, -0.12], [0.49, -0.18, 0.01], [-0.22, 0.13, 0.39], [0.15, 0.06, 0.03], [0.03, 0.07, -0.01], [-0.04, 0.04, -0.11], [-0.01, 0.18, 0.06], [0.15, -0.01, 0.25], [-0.08, -0.02, -0.05], [-0.03, -0.10, 0.10], [-0.04, 0.16, -0.02], [-0.05, -0.01, 0.03], [0.52, -0.06, 0.75], [0.07, -0.02, 0.06], [-0.02, -0.05, -0.09], [-0.18, 0.39, -0.04], [0.07, 0.05, -0.02], [-0.15, 0.03, 0.02], [-0.04, 0.00, -0.03], [0.05, 0.06, 0.07], [0.24, 0.15, -0.05], [0.48, 0.48, -1.18], [-0.54, -0.25, 0.35], [-0.03, -0.12, -0.02], [-0.18, 0.04, -0.02], [-0.05, 0.13, 0.17], [-0.04, -0.01, -0.07], [0.22, 0.16, 0.41], [0.11, 0.09, 0.05], [0.16, -0.11, -0.04], [0.13, 0.12, -0.04], [-0.11, -0.09, -0.10], [-0.40, 0.16, -0.40], [-0.49, -0.13, 0.07], [-0.08, 0.01, -0.16], [-0.10, 0.08, 0.15], [-0.09, -0.01, -0.13], [-0.05, -0.05, -0.11], [0.03, -0.04, 0.05], [0.42, -0.28, -0.83], [0.12, 0.01, -0.03], [-0.03, -0.02, -0.18], [-0.10, -0.02, 0.08], [-0.04, -0.12, -0.06], [0.34, -0.07, -0.17], [0.31, 0.69, 0.47], [0.11, 0.18, 0.02], [-0.01, 0.00, 0.09], [0.04, 0.08, 0.08], [0.00, -0.11, 0.02], [0.17, -0.22, -0.30], [-0.17, -0.02, 0.08], [0.03, -0.11, 0.05], [0.00, 0.06, 0.04], [-0.08, -0.26, 0.00], [-0.01, 0.23, 0.04], [-0.40, 0.24, 0.20], [-0.22, 0.15, -0.40], [0.04, 0.19, -0.03], [-0.10, -0.07, 0.15]], "lowdin_spin": [0.055, 1.470, 0.013, 0.168, 0.004, 0.074, 0.000, 0.005, 0.000, 0.000, 0.001, 0.085, 0.020, 0.003, 0.076, 0.000, 0.017, 0.004, 0.001, 0.026, 0.018, 0.000, 0.011, 0.000, 0.000, 0.000, 0.007, 0.017, 0.030, 0.000, 0.010, 0.000, 0.001, 0.001, 0.003, 0.072, 0.003, 0.000, 0.003, 0.005, 0.008, 0.004, 0.000, 0.000, 0.000, 0.000, 0.457, 0.003, 0.001, 0.070, 0.000, 0.000, 0.010, 0.001, 0.010, 0.350, 0.075, 0.008, 0.026, 0.001, 0.000, 0.017, 0.004, 0.002, 0.000, 0.004, 0.082, 0.006, 0.000, 0.000, 0.000, 0.000, 0.000, 0.007, 0.000, 0.001, 0.000, 0.000, 0.009, 0.130, 0.003, 0.001, 0.001, 0.002, 0.067, 0.000, 0.000, 0.002, 0.002, 0.000, 0.428, 0.001, 0.000, 0.000], "homo_lumo_gap_ev": [7.880, 5.258], "de_lowest_kcal_mol": 20.5, "fmax_ev_per_a": 1.57, "multiplicity": 5, "total_charge": 1}


{"formula": "C49H57Cl6F3N8NiO3", "method": "ωB97M-V/def2-TZVPD", "elements": ["C", "N", "C", "C", "C", "H", "C", "H", "N", "N", "H", "H", "H", "Cl", "C", "C", "H", "C", "H", "H", "C", "C", "H", "H", "O", "Ni", "H", "H", "C", "H", "H", "H", "H", "N", "C", "C", "H", "C", "H", "F", "H", "H", "C", "F", "C", "H", "N", "C", "C", "C", "N", "C", "C", "C", "H", "C", "C", "C", "C", "H", "C", "C", "H", "C", "H", "C", "Cl", "H", "C", "H", "H", "C", "C", "H", "C", "H", "H", "H", "H", "H", "N", "C", "H", "C", "H", "C", "H", "H", "C", "C", "O", "H", "H", "H", "H", "Cl", "H", "O", "H", "C", "H", "H", "C", "H", "Cl", "H", "Cl", "H", "C", "N", "C", "Cl", "H", "C", "C", "H", "C", "H", "H", "H", "H", "H", "C", "F", "C", "H", "C"], "positions_angstrom": [[1.342631, -5.761612, -0.950649], [-1.645298, 1.394139, 3.565701], [0.422812, -0.393489, 0.047694], [-4.313688, -5.427963, 2.009583], [5.985962, 3.546953, -3.323143], [6.377291, 4.108124, -4.158818], [2.368386, 0.157792, -3.893735], [4.797429, 1.459625, -0.377498], [1.486180, 4.208179, 2.230562], [6.486477, 2.093846, -1.473717], [0.668199, -1.117705, -3.334500], [-1.097038, -3.938185, 1.150427], [-0.001888, -2.954784, -0.817275], [-2.465331, -0.682177, -3.572412], [4.242436, 2.737027, -1.979427], [1.893108, -0.951139, -0.167157], [3.214679, 2.627787, -1.666103], [1.011138, -4.937482, -3.185484], [-5.431237, -0.125890, 1.946681], [2.776983, 4.899436, -0.863657], [0.471036, 4.536529, -4.105909], [4.382496, -3.136790, 2.948191], [3.970781, -2.309568, 3.526390], [0.383121, -4.115451, 5.021330], [-3.191041, -1.179303, 2.889933], [-1.524819, -0.172078, 2.040924], [-0.427672, -0.813192, -5.485362], [-2.167758, -3.052672, -3.863010], [-0.892666, 4.319256, -4.495484], [-0.846063, 2.943567, 2.461254], [1.162223, 0.513527, 3.692355], [-2.832010, 1.710197, 6.755802], [3.909147, 1.393119, -4.731500], [1.169038, 0.178713, -6.418093], [6.900900, 2.901097, -2.493040], [3.010430, 0.841758, -4.965359], [1.318948, 5.662976, 3.735105], [1.132884, -0.499400, -4.088272], [-5.199366, -0.333276, -1.567945], [2.366187, -1.619345, 0.974602], [-2.045470, 3.981039, 6.509031], [-2.499809, -2.982912, 0.910594], [-4.485730, -1.622133, 3.185538], [2.759067, 0.040313, -0.329927], [-1.861051, 3.257148, 5.729059], [-1.376076, 4.986390, -5.193802], [-2.780216, 0.739887, 0.499959], [2.481720, 5.060184, 0.162685], [-0.849654, 2.488035, -2.932943], [0.482197, 2.752831, -2.614258], [-0.800451, -6.059842, -2.040088], [-1.657905, -3.419244, 0.373092], [1.002228, -0.518428, 3.967801], [1.621127, -2.393454, 5.324609], [-1.741567, 2.436042, 0.371674], [-0.302148, -2.396270, 3.816698], [0.583610, -0.464049, -5.337707], [-0.864132, -2.441235, -0.391933], [1.873569, 4.076283, 0.914223], [-1.057324, 4.665967, 4.326945], [-2.298676, 1.919188, 5.840230], [-3.030890, -2.395263, -3.758533], [2.828376, -4.796589, -2.002413], [2.334095, 0.854971, -6.175603], [0.019837, -0.116112, -0.926351], [5.140556, 2.032741, -1.226143], [3.345972, -4.594139, 3.177046], [-3.742554, -2.456471, -4.581867], [4.612257, 3.462113, -3.096111], [-4.693401, -2.551138, 2.654565], [-3.184772, 3.389722, -1.643759], [-3.671748, -0.041854, -0.109556], [-2.639323, 1.982583, -0.021775], [3.905324, 4.019695, -3.692559], [1.884816, -1.064893, 4.900237], [2.746930, -0.535040, 5.277595], [7.933980, 3.019675, -2.784743], [3.143193, 7.092285, 0.187486], [1.828671, -5.772718, 0.013736], [0.926074, 2.109952, -1.868546], [-0.194206, -1.118621, 3.459814], [-4.392473, 1.700436, -1.602886], [-3.754586, -1.018398, 0.344190], [1.655077, 5.444439, 2.732277], [2.527815, 7.442891, 2.477791], [-1.221703, 2.698277, 3.443661], [-0.376916, -6.638970, -0.040809], [2.873068, 1.375415, -6.953457], [-3.430220, 2.509224, -1.068550], [1.823703, -5.184516, -2.083326], [0.122059, 0.677469, 0.945640], [-1.342639, 1.665726, -2.435765], [-6.632154, -1.183538, 2.839182], [-2.007736, -4.213187, -0.286734], [2.765571, 0.075508, -2.892800], [6.078746, -3.521227, 3.301036], [-4.471644, -1.814119, 4.258405], [-0.561828, -1.374296, 0.555409], [-1.099490, -2.972768, 3.371379], [-0.306443, -5.423327, -3.144751], [2.346064, -2.829306, 5.996113], [1.595490, 3.179531, 0.380465], [0.539342, -3.077740, 4.766093], [-0.978987, -5.403520, -3.989545], [-2.913790, -5.400347, 3.040855], [1.440521, -4.392268, -4.012994], [-3.788828, -2.867804, -2.244703], [-2.595104, 3.166735, -4.034317], [0.024213, -6.212445, -0.948317], [1.159461, 3.760948, -3.229539], [2.673713, 6.279490, 0.721675], [-5.531075, -6.530690, 2.725528], [-4.026052, -5.819794, 1.033962], [-4.488274, 0.372546, -1.164762], [-5.676431, -0.660037, 2.864647], [-5.025079, 2.011455, -2.421108], [-1.540444, 3.308020, -3.849555], [0.980222, 5.372250, -4.562761], [4.338196, -2.773342, 1.921529], [-4.757689, -4.439470, 1.891930], [-5.763198, 0.099779, 3.641331], [-1.448455, -2.161171, -1.268425], [-2.124343, 1.027737, 4.804045], [2.074942, -1.779264, -1.214473], [-1.394918, 3.648983, 4.461725], [-2.505661, 0.037021, 5.002727], [2.246436, 6.498876, 2.034994]], "forces_ev_per_angstrom": [[-1.77, -0.63, 1.04], [0.12, 0.68, 1.55], [-3.02, 1.98, 2.00], [-0.74, -0.64, -0.36], [-0.23, 0.11, -0.18], [-0.04, 0.15, -0.08], [-0.38, -0.33, -0.71], [0.26, -0.18, 0.04], [0.12, 0.82, -1.81], [-0.23, 0.68, -0.38], [-0.04, 0.25, 0.33], [0.37, 0.14, -0.02], [0.54, 0.33, 0.43], [-0.09, -0.71, -0.48], [-1.37, -0.34, -0.03], [0.58, -0.39, 2.44], [-0.29, 0.24, -0.28], [-0.30, -0.58, 0.28], [-0.43, -0.16, -0.17], [-0.12, -0.30, -0.06], [-0.78, -1.29, 0.16], [-0.10, 0.02, -0.50], [0.34, -0.40, 0.52], [-0.24, 0.01, -0.16], [-0.79, -0.52, -0.24], [1.59, 1.47, -0.34], [0.09, -0.41, -0.40], [-0.08, 0.31, -0.31], [2.10, 0.52, 1.01], [0.24, 0.18, 0.12], [-0.20, 0.05, -0.45], [0.17, -0.77, 0.01], [0.12, -0.01, -0.43], [0.43, 0.39, 1.73], [-1.98, -1.00, 0.44], [-1.78, -0.91, 2.29], [-0.04, -0.42, 0.30], [1.57, 0.30, -0.10], [0.02, 0.09, -0.15], [-0.99, 0.38, -1.32], [0.18, -0.04, 0.09], [-0.29, 0.25, -0.22], [-0.81, 1.56, -0.31], [-0.27, 0.60, -0.28], [-0.61, -0.86, -2.08], [0.02, -0.03, -0.03], [-0.37, 0.76, -0.75], [-0.18, -0.52, -0.52], [0.23, 0.61, -0.18], [-1.12, 0.84, -1.61], [1.17, 0.19, 0.53], [-0.44, -1.48, 0.71], [-1.63, 0.21, 0.11], [-0.22, 0.69, -0.93], [-0.12, 0.68, -0.09], [0.53, -0.83, 1.19], [0.66, 1.73, -2.18], [-0.26, -0.21, 0.40], [-0.71, -0.05, 1.18], [-0.02, 0.01, -0.31], [0.45, 1.68, 0.45], [0.40, 0.59, 0.34], [0.18, 0.11, -0.53], [-0.49, -1.32, 0.17], [0.46, -0.09, -0.71], [2.58, 0.63, -0.61], [0.30, 0.65, -0.23], [0.21, 0.05, 0.20], [1.14, 0.30, 0.48], [0.58, -0.46, 0.12], [0.12, 0.49, 0.79], [-0.73, 0.12, -0.01], [0.46, -0.37, -0.09], [-0.15, -0.18, -0.03], [-1.71, -1.32, -0.87], [-0.10, 0.24, -0.16], [0.34, -0.40, 0.67], [0.09, -0.01, -0.13], [0.67, -0.20, -0.22], [0.66, 0.19, 0.00], [3.30, -0.14, 1.30], [-0.61, -1.68, -0.14], [-0.16, -0.34, -0.36], [0.49, 0.16, -0.42], [-0.53, 0.05, 0.35], [-1.37, -1.39, 0.27], [-0.38, -0.19, -0.12], [-0.62, -0.03, -0.71], [1.12, -0.63, 0.61], [0.66, 1.18, -0.18], [1.51, -1.90, -0.96], [-0.09, 0.00, -0.02], [0.19, -0.12, -0.29], [-0.23, 0.06, -0.06], [0.52, 0.31, -0.06], [-0.45, 0.31, 0.15], [0.11, -0.55, 0.26], [1.55, -1.26, -2.09], [-0.29, 0.08, -0.04], [0.66, -0.82, 1.73], [-0.29, -0.41, 0.19], [0.11, -0.60, 0.51], [0.31, 1.44, -0.55], [-0.05, 0.27, -0.11], [0.61, 0.36, 0.31], [-0.26, -0.09, -0.27], [-0.58, -0.41, 0.09], [-0.13, -0.31, -0.07], [-0.59, 0.92, -2.09], [-1.01, 0.35, 0.03], [0.05, 1.30, 1.35], [0.08, 0.39, -0.37], [-0.07, 0.01, 0.18], [0.18, 0.30, 0.96], [1.37, 0.22, 0.45], [0.02, 0.21, -0.06], [-0.08, -0.91, 0.53], [0.40, -0.03, 0.08], [-0.07, -0.61, -0.03], [0.12, -0.19, 0.19], [0.07, 0.03, 0.06], [-0.01, 1.00, 0.16], [-0.28, 0.99, -0.81], [-0.72, 0.20, 0.49], [0.73, -0.61, 0.82], [0.25, -0.35, -0.64], [0.63, -0.48, -0.72]], "lowdin_spin": [0.000, 0.042, 0.007, 0.002, 0.000, 0.000, 0.000, 0.000, 0.000, 0.000, 0.000, 0.000, 0.001, 0.000, 0.000, 0.001, 0.000, 0.000, 0.000, 0.000, 0.000, 0.000, 0.000, 0.000, 0.793, 1.775, 0.000, 0.000, 0.000, 0.000, 0.000, 0.000, 0.000, 0.000, 0.000, 0.000, 0.000, 0.000, 0.000, 0.000, 0.000, 0.001, 0.094, 0.001, -0.002, 0.000, 0.034, 0.000, 0.000, 0.000, 0.000, 0.001, 0.001, -0.002, 0.000, 0.001, 0.000, 0.003, 0.000, 0.000, 0.002, 0.000, 0.000, 0.000, 0.001, 0.000, 0.000, 0.000, 0.000, 0.036, 0.000, 0.003, 0.001, 0.000, 0.001, 0.000, 0.000, 0.000, 0.000, 0.000, 0.038, -0.002, 0.001, 0.000, 0.000, 0.001, 0.000, 0.000, 0.002, 0.000, 0.073, 0.000, 0.000, 0.000, 0.000, 0.000, 0.039, 0.027, 0.000, 0.000, 0.000, 0.000, 0.002, 0.000, 0.000, 0.000, 0.000, 0.000, 0.000, 0.000, 0.000, 0.000, 0.000, 0.002, 0.001, 0.000, 0.000, 0.000, 0.000, 0.001, 0.002, 0.000, 0.005, 0.000, 0.002, 0.002, 0.000], "homo_lumo_gap_ev": [8.837, 5.362], "fmax_ev_per_a": 4.12, "multiplicity": 4, "total_charge": 1}